# 1
{
  "formula": "C34H33FFeNOSTe2",
  "method": "wB97M-V/def2-TZVPD",
  "species": ["Fe", "C", "C", "C", "C", "C", "C", "C", "H", "H", "H", "H", "H", "H", "H", "C", "C", "C", "C", "C", "C", "Te", "N", "C", "O", "C", "C", "C", "C", "C", "C", "C", "C", "C", "C", "C", "C", "C", "C", "C", "C", "H", "H", "H", "H", "H", "H", "H", "H", "H", "H", "H", "H", "H", "H", "H", "H", "H", "H", "H", "H", "H", "H", "H", "F", "Te", "C", "C", "C", "C", "S", "H", "H", "H"],
  "positions_angstrom": [[0.53830, -2.19610, 1.62172], [2.66616, -2.47101, 1.11400], [2.82033, -2.10522, -0.29294], [2.92369, -0.76152, -0.71409], [2.95478, -0.40966, -2.05674], [2.90481, -1.37869, -3.05527], [2.84546, -2.71397, -2.66158], [2.81725, -3.06787, -1.32205], [3.11318, -1.74679, 1.79836], [2.93030, -3.49879, 1.35407], [2.95732, 0.01497, 0.04566], [3.01665, 0.64025, -2.32752], [2.90131, -1.10152, -4.10280], [2.80652, -3.49461, -3.41549], [2.75720, -4.11645, -1.04396], [-1.97326, 4.48486, -5.43315], [-1.62183, 3.54812, -4.30388], [-0.47506, 3.73334, -3.54850], [-0.13458, 2.86683, -2.50580], [1.14892, 3.12265, -1.74248], [-0.97129, 1.79222, -2.20722], [-0.51784, 0.33820, -0.50202], [0.30330, -0.11303, 1.43050], [0.76142, 1.00320, 2.00473], [0.72347, 2.15068, 1.51312], [1.40282, 0.93297, 3.40158], [1.81011, 2.13826, 3.97282], [2.42297, 2.17176, 5.21853], [2.63560, 0.99128, 5.92056], [2.22199, -0.21273, 5.36807], [1.60990, -0.24348, 4.11923], [-2.13600, 1.35131, 0.48165], [-2.18610, 2.74250, 0.41644], [-3.21462, 3.46009, 1.00981], [-4.21895, 2.78198, 1.68355], [-4.16608, 1.39832, 1.76828], [-3.13114, 0.66002, 1.18667], [-3.13042, -0.83925, 1.33783], [-2.13379, 1.57979, -2.96906], [-3.08808, 0.43965, -2.68671], [-2.44006, 2.46340, -4.00109], [-1.31702, 5.35659, -5.43759], [-3.00404, 4.83733, -5.35004], [-1.87658, 3.98983, -6.40321], [0.17507, 4.57791, -3.76733], [1.35185, 4.19436, -1.67423], [1.99613, 2.66066, -2.25911], [1.11924, 2.71292, -0.73160], [1.63475, 3.04129, 3.40329], [2.73722, 3.11944, 5.64238], [3.11293, 1.01056, 6.89495], [2.36472, -1.14016, 5.91068], [1.27596, -1.19218, 3.73779], [-1.39495, 3.27835, -0.08940], [-3.22195, 4.54233, 0.95036], [-5.03365, 3.32542, 2.14902], [-4.94554, 0.86152, 2.29829], [-4.04065, -1.18747, 1.82726], [-2.27746, -1.17325, 1.92667], [-3.05777, -1.33725, 0.36757], [-2.56215, -0.50186, -2.52017], [-3.78335, 0.30308, -3.51751], [-3.67187, 0.64057, -1.78165], [-3.34385, 2.29973, -4.58468], [0.20378, -2.91410, 3.32232], [-0.90316, -3.56317, -0.14259], [0.10458, -5.39574, 0.08637], [0.88399, -5.80602, 1.13877], [1.43528, -7.11345, 0.96316], [1.06950, -7.69083, -0.21616], [0.05990, -6.62963, -1.11212], [1.04360, -5.17838, 2.00819], [2.07311, -7.60248, 1.69014], [1.33768, -8.66190, -0.60471]],
  "mulliken_spin": [3.7571, 0.1857, -0.1299, 0.0557, -0.0053, 0.0343, -0.0154, 0.0271, -0.0068, -0.0159, -0.0019, -0.0123, 0.0040, -0.0012, 0.0018, 0.0021, -0.0140, 0.0165, -0.0723, 0.0994, 0.2446, 0.3834, 0.2742, -0.0146, 0.0425, 0.0829, -0.0023, -0.0010, 0.0003, 0.0015, 0.0228, 0.0380, -0.0031, -0.0036, 0.0052, -0.0028, -0.0219, 0.0296, -0.1012, 0.0367, 0.0156, 0.0003, -0.0007, -0.0007, -0.0006, 0.0015, -0.0003, -0.0090, 0.0005, 0.0003, 0.0002, 0.0010, -0.0479, -0.0009, -0.0004, 0.0006, -0.0003, 0.0021, -0.0017, -0.0032, -0.0161, -0.0003, -0.0013, 0.0050, 0.0800, 0.0485, -0.0103, 0.0061, 0.0000, 0.0024, 0.0025, 0.0071, 0.0001, 0.0003],
  "gap_ev": [5.009, 5.440],
  "e_homo_ev": [-0.932, -1.368],
  "charge": -2,
  "multiplicity": 6
}

# 2
{
  "formula": "C6H6",
  "method": "wB97M-V/def2-TZVPD",
  "species": ["C", "C", "C", "C", "C", "C", "H", "H", "H", "H", "H", "H"],
  "positions_angstrom": [[-3.33089, 0.20990, -0.05613], [-2.12428, 0.09029, 0.03049], [-0.78740, -0.16406, 0.09276], [0.38262, -0.34704, 0.00257], [1.82345, -0.64154, -0.02576], [2.64562, 0.70129, 0.00140], [-4.38403, 0.33516, -0.09869], [2.12678, -1.20364, 0.82061], [2.06893, -1.20226, -0.96508], [3.74447, 0.51785, -0.35018], [2.22016, 1.39792, -0.75481], [2.56900, 1.06197, 1.07614]],
  "lowdin_charge": [0.1275, -0.1578, -0.0689, -0.0237, -0.2493, -0.1153, 0.0247, 0.0881, 0.1212, 0.0943, 0.0711, 0.0880],
  "gap_ev": 10.203,
  "e_homo_ev": -9.273,
  "smiles": "C#CC#CCC"
}

# 3
{
  "formula": "C4H13N2O",
  "method": "wB97M-V/def2-TZVPD",
  "species": ["C", "C", "C", "N", "C", "N", "H", "H", "H", "H", "H", "H", "H", "H", "H", "H", "H", "H", "H", "O"],
  "positions_angstrom": [[-1.36599, 0.29143, 3.54963], [-0.43825, 0.85458, 2.49981], [0.08421, -0.28551, 1.49696], [0.27976, 0.71690, -1.12080], [1.44601, 0.52407, -0.48012], [1.41210, -0.14174, 0.66645], [-2.43760, 0.06186, 2.93488], [-1.86743, 1.15964, 4.12932], [-1.12231, -0.38352, 4.34323], [-0.94988, 1.50309, 1.75673], [0.47111, 1.43124, 2.96603], [0.26625, -1.29010, 2.05501], [-0.75566, -0.68913, 0.77871], [-0.19202, 0.27504, -1.88046], [-0.38978, 0.94414, -0.37258], [2.23114, 0.72057, -1.12868], [1.84654, -1.15525, 0.80708], [-1.06808, -1.04368, -4.86186], [-1.45565, -1.94274, -5.98755], [-0.59694, -1.49058, -5.59463]],
  "lowdin_charge": [-0.1349, -0.2636, -0.1679, 0.1536, -0.0736, 0.0489, 0.1472, 0.1007, 0.0611, 0.0973, 0.1475, 0.1373, 0.1429, 0.1385, 0.0986, 0.1338, 0.2328, 0.0133, 0.1064, -0.1199],
  "gap_ev": 8.338,
  "e_homo_ev": -14.014,
  "charge": 1
}

# 4
{
  "formula": "C23H52O23",
  "method": "wB97M-V/def2-TZVPD",
  "species": ["O", "H", "H", "O", "H", "H", "O", "H", "H", "O", "H", "H", "O", "H", "H", "C", "C", "C", "O", "C", "O", "O", "H", "H", "H", "H", "H", "H", "C", "C", "C", "O", "C", "O", "O", "H", "H", "H", "H", "H", "H", "C", "C", "C", "O", "C", "O", "O", "H", "H", "H", "H", "H", "H", "C", "C", "C", "O", "C", "O", "O", "H", "H", "H", "H", "H", "H", "C", "C", "C", "O", "C", "O", "O", "H", "H", "H", "H", "H", "H", "C", "O", "H", "H", "H", "H", "C", "O", "H", "H", "H", "H", "C", "O", "H", "H", "H", "H"],
  "positions_angstrom": [[23.22359, 13.75216, -22.85998], [23.57691, 14.08130, -22.03350], [22.28005, 13.89868, -22.79291], [19.26259, 11.20419, -15.77509], [19.91237, 11.35580, -15.08877], [18.50247, 10.85171, -15.31227], [16.31384, 14.14973, -17.40490], [15.97970, 13.38249, -16.94023], [16.32335, 14.84402, -16.74603], [15.28336, 13.87958, -20.32504], [15.00045, 13.00820, -20.04777], [15.58853, 14.29995, -19.52106], [16.01344, 11.86138, -15.78641], [16.94460, 12.05192, -15.67299], [15.78247, 11.33068, -15.02402], [15.42334, 12.97368, -24.39800], [16.91640, 13.22940, -24.57782], [17.84671, 13.09738, -23.33059], [18.75164, 12.07873, -23.83239], [18.67126, 11.76504, -25.07744], [19.51225, 11.15960, -25.67458], [17.57759, 12.37164, -25.61256], [14.93627, 13.27956, -25.32390], [14.98421, 13.45267, -23.52287], [15.11899, 11.96096, -24.13365], [17.11922, 14.26966, -24.83242], [17.33896, 12.85471, -22.39710], [18.53610, 13.91459, -23.11840], [19.77397, 18.81022, -16.77116], [20.43544, 17.61004, -16.17955], [19.74401, 16.32658, -16.58479], [20.75496, 15.49618, -16.36704], [21.92729, 16.09121, -16.76763], [22.94725, 15.49391, -17.00845], [21.66905, 17.38324, -16.75252], [20.31662, 19.74039, -16.60261], [18.70433, 19.01278, -16.71700], [19.71627, 18.87822, -17.85750], [20.62992, 17.77525, -15.11984], [19.03421, 16.33207, -17.41199], [19.01135, 16.15413, -15.79639], [19.31759, 7.45874, -22.80628], [20.62367, 7.96927, -22.15068], [21.04664, 9.45968, -22.37820], [21.32192, 9.89873, -21.04664], [21.02709, 8.99160, -20.15915], [21.09187, 9.20030, -18.94225], [20.37855, 7.91239, -20.76696], [19.46162, 7.37542, -23.88351], [18.42551, 8.03783, -22.56765], [19.08022, 6.44619, -22.47994], [21.47353, 7.37812, -22.49182], [20.34293, 10.11258, -22.89456], [21.99157, 9.45605, -22.92151], [17.87640, 11.44729, -19.30874], [18.49219, 12.85296, -19.37531], [19.65648, 13.01646, -18.46709], [20.67096, 13.64217, -19.30591], [20.25698, 13.65187, -20.59234], [20.91276, 14.16437, -21.45307], [19.02470, 13.09834, -20.65245], [17.08811, 11.65013, -20.03369], [17.39152, 11.24552, -18.35361], [18.50236, 10.57384, -19.49144], [17.73144, 13.59492, -19.13273], [20.11141, 12.05328, -18.23599], [19.31665, 13.48856, -17.54527], [15.23766, 7.22520, -17.47544], [14.36764, 8.37283, -18.07957], [13.56962, 9.19243, -17.03365], [13.47784, 10.43988, -17.75079], [14.55375, 10.54884, -18.53857], [14.80326, 11.56862, -19.18107], [15.24532, 9.46897, -18.57390], [15.86203, 6.63595, -18.14703], [14.52904, 6.57840, -16.95813], [15.91915, 7.66230, -16.74563], [13.74165, 7.87855, -18.82249], [14.09457, 9.33199, -16.08864], [12.58939, 8.75050, -16.85489], [18.66557, 6.92290, -17.37816], [17.97217, 8.20688, -17.44316], [19.22128, 6.76939, -16.45311], [18.01974, 6.04519, -17.35331], [19.32171, 6.86406, -18.24656], [18.46668, 8.86760, -17.93358], [23.56247, 12.01940, -19.08006], [23.13913, 12.59586, -17.89264], [24.63756, 12.04195, -18.90179], [23.21402, 10.99622, -19.22069], [23.44076, 12.60576, -19.99081], [22.25792, 12.97616, -17.87183], [15.42348, 17.20374, -18.95269], [16.80941, 17.04418, -18.61389], [14.85259, 17.79155, -18.23391], [15.25399, 17.57345, -19.96397], [14.83995, 16.30618, -18.74780], [17.17259, 16.32496, -19.13583]],
  "lowdin_charge": [-0.0650, 0.0177, -0.0131, -0.0222, 0.0533, 0.0191, -0.0301, 0.0035, 0.0522, -0.0612, -0.0276, -0.0247, -0.0218, 0.0220, 0.0593, -0.0234, -0.2409, -0.0375, 0.0575, -0.6254, 0.1437, 0.0762, 0.0827, 0.0804, 0.0845, 0.1430, 0.1132, 0.1258, -0.0304, -0.3337, -0.1875, 0.0628, -0.5030, 0.1788, 0.1204, 0.0847, 0.0894, 0.0889, 0.1665, 0.1273, 0.1393, -0.0156, -0.3038, -0.0331, 0.0772, -0.5184, 0.1012, 0.0491, 0.0844, 0.0846, 0.0773, 0.1465, 0.1243, 0.1367, 0.0221, -0.3276, -0.0761, 0.0608, -0.5020, 0.1452, 0.0806, 0.0756, 0.0755, 0.0858, 0.1143, 0.1245, 0.1250, -0.0271, -0.2139, -0.0647, 0.0761, -0.5844, 0.0912, 0.1178, 0.0795, 0.0866, 0.0665, 0.1534, 0.1296, 0.1375, -0.1099, -0.1503, 0.0751, 0.0647, 0.0731, 0.0456, -0.1626, -0.1124, 0.0827, 0.0633, 0.0693, 0.0392, -0.1437, -0.1273, 0.0777, 0.0863, 0.0612, 0.0607],
  "gap_ev": 8.761,
  "e_homo_ev": -9.214
}

Calculated energy above the lowest of the compared OMol25 structures with the same formula, charge and spin (kJ/mol), listed in the same order as above: 41.71 365.48 531.10 275.69
Calculated strongest force on any atom (eV Å⁻¹), listed in the same order as above: 0.83 2.36 6.24 5.64